1.
{"formula": "C14H28Cl2O2RuSi", "method": "ωB97M-V/def2-TZVPD", "s2": 6.054, "total_charge": -2, "lumo_ev": [5.49, 5.46], "spin_multiplicity": 5, "gap_ev": [5.431, 6.497], "species": ["C", "C", "C", "C", "C", "C", "C", "C", "C", "C", "Ru", "Cl", "Cl", "O", "H", "H", "H", "H", "H", "H", "H", "H", "H", "H", "H", "H", "H", "H", "H", "H", "O", "H", "C", "Si", "C", "C", "C", "H", "H", "H", "H", "H", "H", "H", "H", "H", "H", "H"], "coordinates": [[-0.565, 0.895, -2.853], [-1.558, 0.012, -2.343], [-0.913, -0.971, -1.528], [-2.975, 0.017, -2.728], [0.526, -0.704, -1.511], [0.708, 0.472, -2.392], [1.993, 1.071, -2.534], [-0.824, 2.034, -3.749], [-1.539, -2.258, -1.139], [1.562, -1.693, -1.188], [-0.034, 0.440, 0.089], [-3.184, 0.576, 0.708], [-0.811, 2.702, -0.128], [1.721, 0.021, 1.415], [-3.406, 1.029, -2.637], [-3.563, -0.629, -2.088], [-3.107, -0.298, -3.780], [-2.495, -2.084, -0.626], [-0.885, -2.837, -0.482], [-1.733, -2.859, -2.042], [1.238, -2.371, -0.400], [2.484, -1.191, -0.869], [1.798, -2.294, -2.102], [2.845, 0.369, -2.552], [2.091, 1.597, -1.185], [2.063, 1.936, -3.210], [-1.682, 2.635, -3.418], [-1.039, 1.693, -4.774], [0.059, 2.682, -3.796], [1.866, 0.938, 0.697], [1.831, 1.826, -0.155], [1.093, 2.534, -0.150], [2.040, -1.253, 3.578], [0.662, -0.172, 2.802], [-0.627, -0.698, 4.173], [0.566, 1.642, 3.389], [-0.537, -0.946, 1.441], [2.158, -1.053, 4.652], [3.003, -1.068, 3.087], [1.804, -2.318, 3.462], [-0.267, -0.342, 5.159], [-1.589, -0.246, 3.960], [-0.726, -1.778, 4.207], [1.375, 2.256, 2.967], [-0.399, 2.101, 3.109], [0.653, 1.682, 4.481], [-0.098, -1.952, 1.224], [-1.584, -1.143, 1.762]]}

=====

2.
{"formula": "C14H28ClF6N5NiO8S2", "method": "ωB97M-V/def2-TZVPD", "s2": 2.004, "total_charge": 0, "lumo_ev": [0.12, 0.12], "spin_multiplicity": 3, "gap_ev": [8.904, 8.855], "species": ["Ni", "C", "F", "F", "F", "S", "O", "O", "N", "S", "O", "O", "C", "F", "F", "F", "Cl", "C", "C", "O", "N", "C", "H", "H", "H", "H", "H", "H", "H", "C", "C", "O", "N", "C", "H", "H", "H", "H", "H", "H", "H", "C", "C", "O", "N", "C", "H", "H", "H", "H", "H", "H", "H", "C", "C", "O", "N", "C", "H", "H", "H", "H", "H", "H", "H"], "coordinates": [[-0.445, 0.573, -0.143], [-0.733, 3.415, 2.660], [-0.812, 4.065, 3.820], [-1.663, 3.893, 1.840], [0.448, 3.653, 2.058], [-0.900, 1.552, 2.981], [0.436, 1.064, 3.222], [-1.683, 1.343, 4.165], [-1.522, 0.991, 1.499], [-3.110, 1.196, 1.618], [-3.678, 2.199, 2.501], [-3.737, 1.206, 0.307], [-3.686, -0.526, 2.185], [-3.064, -1.482, 1.510], [-3.393, -0.673, 3.476], [-4.997, -0.628, 2.039], [-1.087, 2.617, -1.361], [-3.439, -0.311, -2.788], [-2.755, -1.163, -1.736], [-1.816, -0.743, -1.077], [-3.042, -2.470, -1.744], [-2.276, -3.463, -0.981], [-4.208, 0.313, -2.330], [-3.924, -0.762, -3.659], [-2.755, 0.361, -3.310], [-3.811, -2.889, -2.234], [-2.685, -4.456, -1.175], [-2.598, -3.329, 0.054], [-1.199, -3.445, -1.090], [2.547, -0.427, -3.412], [1.339, 0.272, -2.795], [0.808, -0.178, -1.778], [1.064, 1.514, -3.165], [1.529, 2.403, -4.231], [2.706, -1.421, -2.990], [3.478, 0.119, -3.282], [2.359, -0.740, -4.444], [0.329, 2.070, -2.722], [1.189, 3.402, -3.963], [1.134, 2.098, -5.202], [2.611, 2.522, -4.331], [1.684, -2.927, -0.173], [0.809, -2.272, 0.871], [0.177, -1.242, 0.670], [0.847, -2.789, 2.115], [0.086, -2.325, 3.255], [2.672, -2.470, -0.069], [1.332, -2.864, -1.197], [1.914, -3.987, -0.027], [1.468, -3.570, 2.261], [0.717, -1.975, 4.068], [-0.562, -3.123, 3.628], [-0.623, -1.561, 2.953], [2.834, 3.093, 0.025], [2.483, 1.785, 0.662], [1.312, 1.409, 0.639], [3.474, 1.114, 1.235], [3.379, -0.193, 1.847], [1.906, 3.611, -0.206], [3.406, 2.955, -0.892], [3.390, 3.704, 0.740], [4.389, 1.522, 1.323], [3.796, -0.227, 2.858], [3.814, -1.029, 1.305], [2.336, -0.375, 2.116]]}

=====

3.
{"formula": "C14H28F3Mn2N4O10S", "method": "ωB97M-V/def2-TZVPD", "s2": 30.007, "total_charge": 1, "lumo_ev": [-3.36, -3.73], "spin_multiplicity": 11, "gap_ev": [7.408, 7.040], "species": ["Mn", "Mn", "C", "F", "F", "F", "S", "O", "O", "O", "C", "O", "O", "O", "C", "O", "N", "C", "C", "H", "H", "H", "H", "H", "H", "H", "C", "O", "N", "C", "C", "H", "H", "H", "H", "H", "H", "H", "C", "O", "N", "C", "C", "H", "H", "H", "H", "H", "H", "H", "C", "O", "N", "C", "C", "H", "H", "H", "H", "H", "H", "H"], "coordinates": [[1.609, -1.347, 0.183], [-0.839, -1.746, -2.903], [-1.030, -4.884, 0.084], [-1.973, -3.943, 0.091], [-0.624, -5.116, 1.321], [-1.516, -5.987, -0.469], [0.398, -4.284, -0.930], [1.173, -5.406, -1.319], [-0.218, -3.551, -2.041], [1.075, -3.349, -0.006], [-0.666, -0.608, -0.590], [-1.786, -0.851, -1.186], [0.347, -0.848, -1.415], [-0.350, -0.370, 0.606], [0.619, 3.410, 3.492], [0.660, 4.585, 3.786], [-0.236, 2.474, 3.960], [-0.236, 1.143, 3.320], [-1.371, 2.875, 4.769], [1.344, 2.974, 2.778], [-1.225, 0.741, 3.132], [0.261, 0.509, 4.065], [0.405, 1.191, 2.448], [-1.296, 2.617, 5.821], [-1.554, 3.941, 4.626], [-2.275, 2.459, 4.317], [2.098, -2.012, -4.357], [0.899, -1.821, -4.094], [2.603, -3.135, -4.836], [3.991, -3.180, -5.324], [1.757, -4.299, -5.056], [2.857, -1.253, -4.138], [4.025, -3.954, -6.085], [4.669, -3.448, -4.516], [4.274, -2.227, -5.761], [2.292, -5.187, -4.709], [0.886, -4.232, -4.410], [1.494, -4.453, -6.101], [3.209, 1.452, 1.022], [2.584, 0.402, 0.794], [2.778, 2.659, 0.717], [3.633, 3.837, 0.812], [1.489, 2.841, 0.081], [4.194, 1.458, 1.501], [4.645, 3.551, 1.090], [3.187, 4.562, 1.487], [3.722, 4.277, -0.184], [0.997, 3.735, 0.456], [1.585, 2.935, -1.004], [0.886, 1.961, 0.294], [-3.519, 0.974, 2.056], [-3.548, 0.864, 3.271], [-4.493, 1.508, 1.302], [-4.380, 1.519, -0.153], [-5.706, 2.057, 1.906], [-2.640, 0.741, 1.429], [-3.567, 2.148, -0.518], [-5.293, 1.959, -0.554], [-4.316, 0.498, -0.523], [-6.579, 1.673, 1.383], [-5.738, 1.815, 2.962], [-5.670, 3.147, 1.816]]}

=====

The calculation returns the following DFT total energy values, one per record and in order: -54569.4618; -130345.5398; -123033.8930 eV.